109
Properties=species:S:1:pos:R:3:mulliken_charge:R:1 method="wB97M-V/def2-TZVPD" homo_ev=-11.9 lumo_energy_ev=-4.306 charge=+1 energy_ha=-3727.45067
C 2.572 4.201 -3.037 -0.79
C 2.160 3.595 -4.478 0.35
Cl 3.142 2.361 -5.390 -0.12
C 0.937 4.066 -5.043 -0.07
Cl 0.395 3.438 -6.680 -0.12
N 0.067 5.078 -4.407 0.29
C 0.216 6.552 -4.425 -0.13
C -1.027 6.974 -3.617 -0.39
N -1.813 5.809 -3.186 -0.04
C -1.093 4.666 -3.676 0.21
O -1.321 3.267 -3.574 -0.04
C -2.731 3.097 -3.390 0.35
N -3.803 2.653 -3.047 -0.39
H 2.083 3.559 -2.209 0.25
H 3.717 4.192 -2.960 0.37
H 2.143 5.265 -2.878 0.20
H 1.045 7.165 -4.920 0.40
H -1.299 8.074 -3.427 0.39
H -2.702 5.773 -2.653 0.29
C -4.220 1.215 0.068 -1.18
C -3.056 0.257 -0.103 0.00
O -2.069 0.463 0.915 -0.33
C -2.352 -0.079 2.114 0.73
O -3.340 -0.716 2.389 -0.54
O -1.354 0.234 2.958 -0.32
C -1.571 -0.211 4.297 -0.65
H -3.863 2.248 0.118 0.26
H -4.923 1.122 -0.762 0.34
H -4.759 1.020 0.998 0.39
H -2.565 0.450 -1.060 0.25
H -3.389 -0.785 -0.116 0.22
H -1.803 -1.277 4.330 0.29
H -2.373 0.372 4.757 0.30
H -0.652 -0.041 4.860 0.22
C -5.281 -4.411 1.571 -0.85
C -6.421 -5.293 1.095 -0.15
O -7.413 -4.523 0.404 -0.36
C -7.120 -4.199 -0.866 0.80
O -6.113 -4.501 -1.466 -0.56
O -8.130 -3.456 -1.348 -0.36
C -7.908 -2.968 -2.670 -0.58
H -5.663 -3.575 2.162 0.37
H -4.577 -4.984 2.178 0.37
H -4.736 -3.981 0.726 0.07
H -6.917 -5.741 1.959 0.32
H -6.060 -6.113 0.469 0.22
H -7.646 -3.778 -3.354 0.28
H -7.126 -2.205 -2.658 0.24
H -8.835 -2.510 -3.019 0.24
C 1.366 5.507 2.678 -1.16
C 2.498 4.713 2.051 -0.03
O 3.130 5.462 1.004 -0.31
C 4.001 6.404 1.408 0.77
O 4.293 6.657 2.552 -0.58
O 4.472 7.033 0.317 -0.32
C 5.348 8.121 0.610 -0.65
H 0.666 5.848 1.910 0.27
H 0.826 4.900 3.407 0.39
H 1.743 6.399 3.184 0.31
H 2.094 3.808 1.591 0.34
H 3.230 4.396 2.799 0.15
H 6.158 7.812 1.274 0.28
H 4.782 8.945 1.052 0.30
H 5.784 8.464 -0.329 0.23
C 1.326 -7.646 1.867 -1.10
C 0.114 -8.179 2.609 -0.16
O -1.064 -7.442 2.260 -0.37
C -1.626 -7.771 1.084 0.69
O -1.235 -8.622 0.322 -0.55
O -2.688 -6.969 0.891 -0.19
C -3.331 -7.155 -0.369 -0.46
H 1.430 -6.570 2.025 0.28
H 2.237 -8.145 2.205 0.36
H 1.229 -7.802 0.790 0.32
H 0.260 -8.048 3.683 0.29
H -0.030 -9.249 2.431 0.31
H -3.587 -8.204 -0.534 0.36
H -2.689 -6.785 -1.171 0.33
H -4.253 -6.573 -0.367 -0.09
C 1.087 -3.333 -5.238 -1.09
C 1.059 -2.984 -3.762 -0.18
O -0.266 -2.637 -3.343 -0.31
C -1.095 -3.676 -3.124 0.67
O -0.814 -4.844 -3.240 -0.56
O -2.296 -3.184 -2.777 -0.30
C -3.301 -4.186 -2.598 -0.19
H 0.645 -2.527 -5.832 0.28
H 2.111 -3.503 -5.576 0.37
H 0.503 -4.234 -5.442 0.31
H 1.685 -2.106 -3.585 0.28
H 1.461 -3.795 -3.148 0.31
H -2.971 -4.960 -1.905 -0.06
H -3.567 -4.621 -3.565 0.35
H -4.185 -3.706 -2.181 0.09
C 7.053 3.859 2.190 -1.10
C 6.959 4.475 3.574 -0.10
O 6.641 3.480 4.554 -0.36
C 7.669 2.711 4.955 0.75
O 8.811 2.796 4.571 -0.55
O 7.199 1.814 5.839 -0.34
C 8.177 0.874 6.282 -0.63
H 6.143 3.300 1.956 0.26
H 7.201 4.632 1.432 0.30
H 7.885 3.154 2.128 0.40
H 6.147 5.206 3.591 0.21
H 7.877 5.007 3.843 0.35
H 9.070 1.376 6.659 0.30
H 8.434 0.192 5.467 0.29
H 7.739 0.293 7.095 0.23